Entry 1:
Formula: C23H29N4O6PSW
Source: OMol25
Level of theory: ωB97M-V/def2-TZVPD

The orbital gap (spin up / spin down) is 7.9275 / 7.9001 eV. The calculation puts the electronic energy at -2370.4285 a.u. The calculation puts the LUMO energy (spin up / spin down) at -6.6755 / -7.3695 eV. For the highest occupied orbital energy (spin up / spin down), the calculation gives -14.6 / -15.3 eV. The energy above the lowest of the compared OMol25 structures with the same formula, charge and spin is 21.72 kcal per mole.

Structure (ORCA input):
```
! wB97M-V def2-TZVPD RIJCOSX def2/J DEFGRID3
* xyz 2 3
W 0.73 0.77 0.18
O 5.04 0.12 4.20
C 3.90 0.54 4.73
O 3.71 0.60 5.91
C 2.82 1.00 3.81
C 1.66 1.61 4.26
N 0.90 1.88 3.20
N 1.49 1.50 2.07
C 2.65 0.96 2.43
C 3.41 0.37 1.30
O 4.51 -0.08 1.38
O 2.68 0.44 0.18
H 5.04 0.14 3.22
H 1.37 1.85 5.28
H 0.01 2.36 3.19
C -4.99 -4.84 2.83
C -3.93 -3.90 2.32
C -2.78 -3.63 3.07
C -1.81 -2.77 2.60
C -2.02 -2.18 1.35
C -3.16 -2.42 0.57
C -4.10 -3.29 1.07
S -0.89 -1.07 0.80
O 0.48 -1.35 1.27
O -0.88 -0.87 -0.67
N -1.02 0.50 1.33
C -1.68 1.46 0.49
C -3.03 1.63 0.26
C -3.40 2.72 -0.50
C -2.43 3.58 -1.02
C -1.10 3.30 -0.82
N -0.73 2.24 -0.08
H -4.68 -5.33 3.75
H -5.23 -5.60 2.09
H -5.91 -4.29 3.04
H -2.64 -4.12 4.02
H -0.91 -2.58 3.17
H -3.27 -1.97 -0.41
H -4.98 -3.51 0.48
H -3.75 0.96 0.72
H -4.45 2.91 -0.69
H -2.71 4.45 -1.60
H -0.31 3.91 -1.22
C -1.01 1.38 -3.43
C 0.16 0.39 -3.48
P 1.46 0.61 -2.23
C 2.50 -0.89 -2.37
C 2.55 -1.56 -3.74
C 2.45 2.05 -2.69
C 3.23 1.91 -4.00
H -1.68 1.21 -4.27
H -0.68 2.42 -3.49
H -1.59 1.25 -2.52
H 0.66 0.44 -4.45
H -0.21 -0.63 -3.37
H 2.15 -1.60 -1.62
H 3.50 -0.59 -2.04
H 1.59 -1.99 -4.03
H 3.27 -2.37 -3.71
H 2.86 -0.88 -4.53
H 3.13 2.23 -1.86
H 1.77 2.91 -2.74
H 3.97 1.11 -3.95
H 3.77 2.84 -4.20
H 2.58 1.73 -4.86
*
```

natural (NBO) population analysis, charges in e, atoms 1 to 6: W 1.633; O -0.634; C 0.775; O -0.522; C -0.210; C 0.091

---

Entry 2:
Formula: C12H16N2
Source: OMol25
Level of theory: ωB97M-V/def2-TZVPD

The orbital gap is 8.5930 eV. The calculation puts the electronic energy at -576.2448 a.u. The calculation puts the LUMO energy at 0.7475 eV. For the highest occupied orbital energy, the calculation gives -7.8 eV. The SMILES is CCc1c[nH]cn1.Cc1ccccc1. The energy above the lowest of the compared OMol25 structures with the same formula, charge and spin is 84.85 kcal per mole.

Structure (ORCA input):
```
! wB97M-V def2-TZVPD RIJCOSX def2/J DEFGRID3
* xyz 0 1
C 1.42 -3.18 2.75
C 2.55 -2.37 1.99
C 2.60 -0.90 2.27
C 2.02 0.08 1.20
N 1.83 1.28 1.90
C 2.25 1.08 3.19
N 2.61 -0.17 3.39
H 1.71 -3.40 3.80
H 1.31 -4.21 2.03
H 0.56 -2.53 2.79
H 3.66 -2.75 2.21
H 2.37 -2.60 0.98
H 1.90 -0.24 0.19
H 1.43 2.14 1.59
H 2.67 1.88 3.86
C -3.44 -0.36 -3.16
C -2.51 0.55 -2.49
C -3.02 1.82 -1.87
C -2.11 2.75 -1.42
C -0.72 2.47 -1.52
C -0.25 1.29 -2.06
C -1.15 0.24 -2.55
H -3.43 -0.26 -4.29
H -4.54 -0.37 -2.96
H -3.06 -1.43 -3.05
H -4.03 1.79 -1.63
H -2.43 3.59 -0.87
H -0.17 3.31 -1.17
H 0.79 1.28 -2.53
H -0.83 -0.78 -2.58
*
```

natural (NBO) population analysis, charges in e, atoms 1 to 6: C -0.591; C -0.432; C 0.129; C -0.130; N -0.514; C 0.121

---

Entry 3:
Formula: C53H58N3O14
Source: OMol25
Level of theory: ωB97M-V/def2-TZVPD

The orbital gap is 7.5686 eV. The calculation puts the electronic energy at -3271.0353 a.u. The calculation puts the LUMO energy at -2.4872 eV. For the highest occupied orbital energy, the calculation gives -10.1 eV. The energy above the lowest of the compared OMol25 structures with the same formula, charge and spin is 127.73 kcal per mole.

Structure (ORCA input):
```
! wB97M-V def2-TZVPD RIJCOSX def2/J DEFGRID3
* xyz 1 1
C -1.54 1.86 -0.81
C -0.44 1.48 -1.96
N 0.63 0.82 -1.30
C 1.89 0.77 -2.05
C 2.63 -0.28 -1.46
N 1.84 -0.77 -0.30
C 0.62 -0.18 -0.40
C 2.08 -2.04 0.21
H -2.35 2.47 -0.97
H -0.98 2.67 -0.19
H -1.79 1.19 -0.14
H -0.32 2.47 -2.60
H -0.85 0.76 -2.58
H 2.11 1.57 -2.86
H 3.38 -0.65 -1.92
H -0.33 -0.41 -0.03
H 2.82 -2.62 -0.41
H 1.34 -2.64 0.57
H 2.73 -2.09 1.06
N 1.43 -2.09 -4.38
C 0.24 -2.56 -3.83
C -0.71 -3.27 -4.63
C -0.27 -3.72 -5.87
C 1.05 -3.54 -6.24
C 1.79 -2.66 -5.55
H -0.04 -2.05 -2.98
H -1.77 -3.66 -4.26
H -0.92 -4.31 -6.49
H 1.31 -3.88 -7.38
H 2.70 -2.51 -5.80
C 1.19 5.13 1.36
C 0.22 5.40 0.12
C 0.52 4.97 -1.10
C 1.76 4.39 -1.31
C 2.72 4.12 -0.26
C 2.34 4.50 1.07
O 3.20 4.25 2.19
O -0.45 5.15 -2.04
H 0.88 5.28 2.16
H -0.83 5.54 0.55
H 2.15 4.16 -2.15
H 3.64 3.44 -0.62
H 2.85 4.61 2.95
H -1.49 5.50 -1.93
C 7.40 -0.59 0.70
C 8.02 0.63 1.52
C 7.05 1.73 1.57
C 5.70 1.61 1.09
C 5.28 0.42 0.51
C 6.15 -0.63 0.21
O 5.75 -1.66 -0.52
O 7.37 2.85 2.35
H 8.12 -1.34 0.55
H 8.92 0.89 1.67
H 5.16 2.45 1.33
H 4.26 0.40 0.19
H 6.43 -2.16 -0.82
H 8.26 3.01 2.77
C -1.46 -2.82 2.31
C -2.44 -1.83 1.65
C -2.64 -1.89 0.29
C -2.12 -3.03 -0.48
C -1.18 -3.93 0.11
C -0.92 -3.84 1.46
O -0.16 -4.83 1.85
O -3.38 -0.96 -0.42
H -1.39 -2.68 3.40
H -2.89 -1.05 2.19
H -2.44 -3.20 -1.55
H -0.78 -4.69 -0.41
H -0.06 -5.15 2.92
H -3.92 -0.54 0.38
C 0.33 -0.61 4.82
C -0.45 0.41 4.15
C 0.15 1.22 3.26
C 1.53 1.07 3.02
C 2.43 0.24 3.74
C 1.79 -0.66 4.68
O 2.52 -1.42 5.58
O -0.53 2.00 2.34
H -0.23 -1.03 5.60
H -1.41 0.74 4.11
H 1.96 1.59 2.26
H 3.37 0.28 3.47
H 3.42 -1.59 5.25
H -1.30 2.62 2.60
C 4.28 -4.90 -1.73
C 5.26 -5.31 -0.70
C 4.85 -6.09 0.35
C 3.48 -6.49 0.45
C 2.61 -6.04 -0.45
C 2.93 -5.32 -1.61
O 1.93 -4.87 -2.52
O 5.55 -6.15 1.48
H 4.90 -4.32 -2.61
H 6.30 -4.88 -0.76
H 3.26 -7.09 1.24
H 1.67 -6.29 -0.54
H 2.06 -4.46 -3.32
H 6.40 -6.07 1.07
C -7.91 1.60 2.29
C -6.44 1.73 2.01
C -5.66 0.59 1.82
C -6.27 -0.65 1.92
C -7.55 -0.81 2.31
C -8.46 0.27 2.40
O -9.75 0.12 2.48
O -4.36 0.88 1.46
H -8.60 2.53 2.52
H -6.05 2.83 2.12
H -5.75 -1.45 1.54
H -7.95 -1.80 2.37
H -10.17 0.84 2.68
H -3.90 1.69 1.90
C -5.78 5.27 -3.03
C -4.70 5.81 -2.14
C -4.18 4.87 -1.15
C -4.97 3.71 -0.85
C -6.13 3.35 -1.77
C -6.45 4.07 -2.85
O -7.44 3.59 -3.69
O -3.14 5.12 -0.47
H -5.89 5.90 -3.88
H -4.12 6.54 -2.55
H -4.62 2.99 -0.35
H -6.43 2.43 -1.60
H -8.20 2.96 -3.28
H -3.25 4.69 0.34
*
```

Mulliken population analysis, charges in e, atoms 1 to 6: C -0.851; C -0.793; N 0.987; C -1.070; C -1.193; N 1.221

---

Entry 4:
Formula: C5H9NO
Source: OMol25
Level of theory: ωB97M-V/def2-TZVPD

The orbital gap is 11.3569 eV. The calculation puts the electronic energy at -325.8831 a.u. The calculation puts the LUMO energy at 0.6973 eV. For the highest occupied orbital energy, the calculation gives -10.7 eV. The SMILES is C[C@@H](O)[C@@H](C)C#N. The energy above the lowest of the compared OMol25 structures with the same formula, charge and spin is 34.20 kcal per mole.

Structure (ORCA input):
```
! wB97M-V def2-TZVPD RIJCOSX def2/J DEFGRID3
* xyz 0 1
C -1.71 -0.09 -0.61
C -0.79 -0.30 0.60
O -0.52 -1.66 0.81
C 0.60 0.56 0.52
C 1.78 -0.28 -0.04
C 0.38 1.79 -0.26
N 0.11 2.71 -0.90
H -1.94 0.97 -0.74
H -2.66 -0.64 -0.52
H -1.22 -0.45 -1.52
H -1.29 0.04 1.51
H 0.16 -1.91 0.17
H 0.85 0.89 1.54
H 2.57 -0.44 0.70
H 2.22 0.12 -0.95
H 1.45 -1.29 -0.30
*
```

natural (NBO) population analysis, charges in e, atoms 1 to 6: C -0.650; C 0.134; O -0.699; C -0.358; C -0.585; C 0.290

---

Entry 5:
Formula: CH4O3
Source: OMol25
Level of theory: ωB97M-V/def2-TZVPD

The orbital gap is 11.4158 eV. The calculation puts the electronic energy at -266.2310 a.u. The calculation puts the LUMO energy at 0.6056 eV. For the highest occupied orbital energy, the calculation gives -10.8 eV. The SMILES is O=CO.O. The energy above the lowest of the compared OMol25 structures with the same formula, charge and spin is 3.13 kcal per mole.

Structure (ORCA input):
```
! wB97M-V def2-TZVPD RIJCOSX def2/J DEFGRID3
* xyz 0 1
O 0.00 1.54 0.30
C 0.12 0.68 1.13
O 0.54 -0.57 0.86
H -0.04 0.80 2.21
H 0.66 -0.55 -0.11
O -0.57 -1.23 -1.70
H -1.04 -0.42 -1.91
H -0.61 -1.75 -2.51
*
```

natural (NBO) population analysis, charges in e, atoms 1 to 6: O -0.597; C 0.646; O -0.676; H 0.114; H 0.508; O -0.953

---

What did the second record say?
Formula: C12H16N2
Source: OMol25
Level of theory: ωB97M-V/def2-TZVPD

The orbital gap is 8.5930 eV. The calculation puts the electronic energy at -576.2448 a.u. The calculation puts the LUMO energy at 0.7475 eV. For the highest occupied orbital energy, the calculation gives -7.8 eV. The SMILES is CCc1c[nH]cn1.Cc1ccccc1. The energy above the lowest of the compared OMol25 structures with the same formula, charge and spin is 84.85 kcal per mole.

Structure (ORCA input):
```
! wB97M-V def2-TZVPD RIJCOSX def2/J DEFGRID3
* xyz 0 1
C 1.42 -3.18 2.75
C 2.55 -2.37 1.99
C 2.60 -0.90 2.27
C 2.02 0.08 1.20
N 1.83 1.28 1.90
C 2.25 1.08 3.19
N 2.61 -0.17 3.39
H 1.71 -3.40 3.80
H 1.31 -4.21 2.03
H 0.56 -2.53 2.79
H 3.66 -2.75 2.21
H 2.37 -2.60 0.98
H 1.90 -0.24 0.19
H 1.43 2.14 1.59
H 2.67 1.88 3.86
C -3.44 -0.36 -3.16
C -2.51 0.55 -2.49
C -3.02 1.82 -1.87
C -2.11 2.75 -1.42
C -0.72 2.47 -1.52
C -0.25 1.29 -2.06
C -1.15 0.24 -2.55
H -3.43 -0.26 -4.29
H -4.54 -0.37 -2.96
H -3.06 -1.43 -3.05
H -4.03 1.79 -1.63
H -2.43 3.59 -0.87
H -0.17 3.31 -1.17
H 0.79 1.28 -2.53
H -0.83 -0.78 -2.58
*
```

natural (NBO) population analysis, charges in e, atoms 1 to 6: C -0.591; C -0.432; C 0.129; C -0.130; N -0.514; C 0.121